1.
DFT (ωB97M-V/def2-TZVPD) results for a structure of composition ClCr in a non-equilibrium geometry.

Last column: Mulliken spin population.
Atoms and positions in Å:
Cr1 -19.88365 -20.77191 23.80167  4.33
Cl1 -22.23020 -21.41291 22.98705  -0.33

As for the expectation value of S²: 6.226. Its spin multiplicity is 5. For the LUMO energy (alpha / beta), the calculation gives -0.3339 / -0.2760 hartree. Its total charge is +1. For the relative energy (zero: lowest compared OMol25 entry of this formula, charge and spin), the calculation gives 0.872 eV.



2.
DFT (ωB97M-V/def2-TZVPD) results for a structure of composition ClCuF2Zn in a non-equilibrium geometry.

Last column: Mulliken spin population.
Atoms and positions in Å:
Cu1 -17.27494 15.09219 21.00394  0.00
Zn1 -16.80216 11.15197 22.06277  -0.01
F1 -17.07759 13.12495 21.37808  0.04
F2 -15.18999 11.92077 23.13830  0.00
Cl1 -19.19686 11.39519 22.60383  0.97

As for the expectation value of S²: 0.753. Its spin multiplicity is 2. For the LUMO energy (alpha / beta), the calculation gives -0.2366 / -0.3614 hartree. Its total charge is +1.



3.
DFT (ωB97M-V/def2-TZVPD) results for a cluster of 2 separate species, ClF2HSi in total in a non-equilibrium geometry.

Last column: Mulliken charge in e.
Atoms and positions in Å:
F1 0.47433 1.57549 0.92333  -0.19
F2 0.42096 0.76798 -1.28826  -0.20
Si1 0.28391 0.18490 0.18767  0.56
Cl1 1.34592 -1.50561 0.19175  -0.15
H1 -2.52511 -1.02276 -0.01449  -0.01

For the LUMO energy (alpha / beta), the calculation gives -0.0555 / -0.0282 hartree. For the relative energy (zero: lowest compared OMol25 entry of this formula, charge and spin), the calculation gives 4.196 eV.



Number 1: calculated total energy -40933.7609 eV. Number 2: calculated total energy -111004.5448 eV. Number 3: calculated total energy -25851.6817 eV.